No. 1
{"formula": "C32H33BrN5O4S2SbSm", "method": "the ωB97M-V functional and the def2-TZVPD basis", "symbols": ["Sm", "Sb", "Br", "S", "S", "O", "O", "O", "O", "N", "N", "N", "N", "N", "C", "C", "C", "C", "C", "C", "C", "C", "C", "C", "C", "C", "C", "C", "C", "C", "C", "C", "C", "C", "C", "C", "C", "C", "C", "C", "C", "C", "C", "C", "C", "C", "H", "H", "H", "H", "H", "H", "H", "H", "H", "H", "H", "H", "H", "H", "H", "H", "H", "H", "H", "H", "H", "H", "H", "H", "H", "H", "H", "H", "H", "H", "H", "H", "H"], "coordinates": [[0.0106, -0.8797, 1.5833], [0.1399, -0.2720, -2.1210], [-2.4711, 3.7950, 0.7543], [2.5028, -1.5463, 0.4361], [-0.3366, -3.4480, 0.6847], [-0.8783, 1.2678, 1.0181], [-0.6836, 0.7908, 5.6588], [-3.4089, 0.1782, 4.5571], [1.2587, 1.2567, 1.5623], [1.0864, -1.5143, 3.7544], [-1.3023, -0.3561, 3.6848], [1.1509, -6.3319, -1.0438], [4.4945, -4.0580, -1.1745], [-2.5379, -1.0048, 1.3374], [1.5758, 1.0930, -2.9090], [-0.7133, 4.2806, 1.1832], [0.7617, -0.8206, 4.8523], [-3.3044, -0.3639, 2.2651], [-2.2912, 1.4755, -2.6031], [2.5290, -1.6970, 6.1454], [-2.4388, -0.6262, -3.7563], [1.0055, -1.8974, -3.2760], [-0.4285, 5.6470, 1.2927], [3.4858, -3.6948, -0.7379], [-4.3668, -0.8704, -0.1552], [3.0667, 0.7229, -2.6705], [0.3198, 3.3711, 1.3521], [2.3264, -3.1962, -0.1170], [1.3323, -1.4392, -4.7318], [1.2204, -5.2943, -0.5515], [-0.5387, -0.0223, 4.7948], [2.1444, -2.3760, 3.8392], [0.8195, 6.0979, 1.5058], [-1.5258, 0.4516, -3.3366], [-3.1009, -1.2753, 0.1634], [1.6175, 3.8328, 1.6571], [0.1798, -3.1634, -3.1939], [-2.6379, -0.0601, 3.6611], [-4.6945, -0.0875, 2.0457], [2.8407, -2.4827, 5.0314], [-5.2188, -0.2807, 0.7890], [1.3368, 2.5529, -2.4722], [1.8611, 5.2253, 1.6735], [0.2019, 1.8645, 1.2552], [1.1532, -3.9484, -0.0833], [1.4994, -0.8096, 6.0239], [1.1352, -0.2449, 6.8097], [-1.1306, 0.9510, -4.2697], [-5.2088, 0.3759, 2.8401], [-3.3495, -0.2373, -4.3136], [-1.5954, 2.3115, -2.2003], [1.9149, -2.2123, -2.8369], [2.3540, 3.0422, 1.8357], [-6.2637, 0.0256, 0.4921], [-1.2054, 6.3718, 1.2452], [2.8402, 5.5923, 1.8219], [0.4028, -3.9178, -3.9322], [-4.8369, -0.9906, -1.2277], [-3.0669, 2.0158, -3.1989], [1.5697, -2.3660, -5.3287], [1.3737, 1.0278, -3.9593], [0.2168, -3.6555, -2.2053], [-2.9427, -1.1319, -2.8268], [1.0057, 7.1258, 1.4534], [3.5718, -3.2730, 5.1969], [0.5521, -0.9943, -5.3097], [-0.8652, -2.8887, -3.3815], [1.9917, 3.1436, -3.1235], [2.3586, -2.9434, 2.8976], [3.1180, -1.8674, 7.0686], [3.1184, -0.3876, -2.7402], [3.3166, 0.9169, -1.6259], [1.5729, 2.7049, -1.3611], [0.3308, 2.8995, -2.7214], [3.7774, 1.2038, -3.3300], [-2.8596, 1.1996, -1.6704], [-2.4463, -1.7223, -0.5752], [2.1845, -0.7723, -4.7259], [-1.9777, -1.3891, -4.4258]], "forces_ev_per_a": [[-0.19, 0.30, 0.24], [0.24, -0.47, 0.83], [-0.38, -0.02, -0.02], [-0.16, -0.18, 0.03], [0.05, -0.28, -0.28], [0.04, 0.42, -0.35], [-0.97, 1.13, 0.94], [-0.07, 0.61, 0.73], [0.12, -1.14, -0.22], [1.09, -0.78, 0.67], [0.24, 0.65, 0.34], [0.17, -0.32, 0.12], [-0.59, 0.17, 0.07], [-1.00, 0.91, 1.25], [0.90, 1.18, 0.68], [0.62, 0.60, 0.04], [-0.34, 0.03, -1.02], [0.02, -0.67, -0.32], [-0.33, 3.41, 2.41], [0.91, -0.73, -0.27], [-2.54, -2.08, 0.01], [-0.72, 0.13, -1.36], [-1.69, -0.99, -0.09], [1.44, -0.81, -0.43], [-2.68, 0.03, -2.50], [-1.46, -1.61, 0.83], [0.33, -0.28, -0.07], [-2.07, 0.12, 0.12], [0.50, -2.05, 0.30], [-0.45, 0.09, -0.50], [0.58, -1.04, -1.38], [-0.67, 0.55, -0.53], [1.03, -0.46, -0.15], [1.04, 0.33, -1.43], [0.46, 0.30, -0.51], [-0.47, 1.09, -0.28], [-1.67, 0.17, 0.35], [-0.43, -1.26, -1.47], [2.29, 0.01, -0.11], [0.32, -0.88, 0.35], [-0.21, -0.10, -0.55], [0.33, -0.25, 0.40], [-0.03, -2.33, 0.18], [-0.07, 0.71, 0.92], [1.71, 0.84, 0.97], [-0.10, -0.99, -0.87], [-0.53, 1.20, 1.39], [-0.02, -0.49, 0.84], [-0.60, 0.37, 0.79], [0.98, -0.14, 0.41], [-1.09, -1.16, -0.65], [1.33, 0.42, 0.69], [-0.09, 0.69, -0.14], [1.33, -0.41, 0.54], [-0.73, 0.25, -0.31], [0.95, 0.27, 0.20], [0.53, -0.20, -0.40], [1.41, -0.02, 2.16], [0.58, -0.48, -0.06], [0.20, 0.79, 0.53], [-0.13, 0.08, -0.74], [-0.02, 0.50, -0.57], [1.14, 0.53, -1.59], [0.23, 1.46, 0.22], [0.04, 0.25, -0.50], [-0.92, 0.58, 0.00], [-0.11, -0.41, 0.12], [0.18, 0.33, 0.52], [-0.04, 0.52, 1.17], [-0.59, 0.38, -0.60], [0.56, 0.73, -0.21], [0.14, 0.21, -0.05], [-0.34, -0.04, -1.60], [-0.04, -0.06, 0.36], [0.00, 0.17, -0.25], [0.74, -0.48, -0.81], [-0.09, -0.25, 0.01], [0.19, 0.00, -0.21], [-0.33, 0.38, 0.67]], "s_squared": 8.76, "charge": -1, "gap_ev": [6.807, 6.807], "energy_ev": -165520.15764, "spin_multiplicity": 6, "homo_energy_ha": [-0.172, -0.172], "lumo_ev": [2.1200, 2.1154]}

No. 2
{"formula": "C6H6N2", "method": "the ωB97M-V functional and the def2-TZVPD basis", "symbols": ["N", "N", "C", "C", "C", "C", "C", "C", "H", "H", "H", "H", "H", "H"], "coordinates": [[-0.9223, -1.0335, -0.9080], [0.5632, 1.4198, -0.4856], [0.3312, -0.9624, -0.7294], [2.4631, 0.1853, -0.2290], [1.1443, 0.2094, -0.4587], [-1.7201, 0.1392, -0.7301], [-0.0717, 2.3653, -0.2263], [-2.1325, 0.5393, 0.4644], [0.9218, -1.8844, -0.6028], [3.0421, 1.0454, -0.3337], [-2.7842, 1.4150, 0.6707], [-1.5965, 0.0830, 1.3111], [-1.9468, 0.4088, -1.7320], [3.0930, -0.6560, -0.4375]], "forces_ev_per_a": [[0.69, 0.26, 0.81], [-0.82, 1.97, 0.36], [-0.13, -1.25, 0.92], [-0.32, -1.26, -1.62], [1.75, -0.47, 0.29], [-0.25, -1.60, -0.08], [0.30, 0.53, -0.32], [0.14, 0.48, 0.28], [-0.34, 0.13, -0.73], [0.45, 1.75, 0.60], [0.55, -0.88, -0.44], [-0.67, 0.13, -0.20], [-1.08, 1.18, -0.42], [-0.29, -0.98, 0.53]], "charge": 0, "gap_ev": 8.536, "energy_ev": -9295.26143, "homo_energy_ha": -0.328, "lumo_ev": -0.3775}

No. 3
{"formula": "C13H46O13", "method": "the ωB97M-V functional and the def2-TZVPD basis", "symbols": ["O", "O", "O", "O", "O", "O", "O", "O", "O", "O", "O", "O", "O", "C", "C", "C", "C", "C", "C", "C", "C", "C", "C", "C", "C", "C", "H", "H", "H", "H", "H", "H", "H", "H", "H", "H", "H", "H", "H", "H", "H", "H", "H", "H", "H", "H", "H", "H", "H", "H", "H", "H", "H", "H", "H", "H", "H", "H", "H", "H", "H", "H", "H", "H", "H", "H", "H", "H", "H", "H", "H", "H"], "coordinates": [[-5.1447, -7.9638, 38.1742], [-2.2223, -7.2197, 34.9377], [-0.7759, -3.6314, 33.3211], [-3.0253, -4.4625, 37.1943], [0.7856, -7.9843, 36.8714], [0.0213, -7.9425, 32.1366], [-4.0003, -10.9403, 30.4690], [3.1623, -9.0893, 31.8774], [-6.9374, -7.6958, 32.5361], [4.8971, -8.3501, 29.6927], [1.9076, -4.2999, 31.8426], [-6.0331, -9.0199, 29.9581], [-4.5601, -10.6501, 36.8137], [-2.9016, -10.2880, 31.0051], [-3.9507, -10.1651, 35.6096], [-3.8180, -7.8884, 38.3804], [-0.3311, -7.4585, 33.4152], [1.1959, -9.2860, 36.4239], [3.8065, -9.3006, 29.6045], [-2.9567, -3.5102, 36.2231], [2.6176, -8.9742, 30.5794], [2.5619, -3.1203, 31.5538], [-1.7871, -7.6990, 33.6591], [-5.8437, -7.6215, 30.2562], [-1.4940, -3.3656, 32.1288], [-5.7582, -7.4063, 31.7972], [2.7938, -2.6683, 32.5182], [-1.2775, -4.1663, 31.4216], [3.4283, -3.4317, 30.9704], [-3.3719, -8.7871, 38.8063], [1.0145, -4.1120, 32.1403], [0.2869, -9.7131, 36.0004], [0.0601, -8.2740, 37.4293], [1.5453, -9.6273, 37.3983], [-2.5723, -3.2665, 32.2530], [-6.6512, -6.9421, 29.9829], [-1.9649, -10.8453, 30.9882], [-2.3150, -2.6478, 36.4035], [-6.8035, -8.6025, 32.8217], [-0.9273, -2.8772, 33.8954], [-1.3964, -2.3250, 31.8193], [3.3870, -9.3261, 28.5988], [2.0060, -2.4416, 30.9069], [-4.8159, -7.7980, 32.1801], [-3.0193, -9.9101, 32.0207], [3.1821, -10.0148, 32.1318], [-4.8825, -7.3295, 29.8332], [2.0163, -9.3408, 35.7083], [1.8236, -9.7040, 30.4212], [-2.6146, -6.3460, 35.0036], [-4.8539, -9.7886, 37.1187], [-3.5226, -7.1314, 39.1070], [2.2842, -7.9696, 30.3190], [4.6157, -7.4910, 29.3695], [-6.7705, -9.1637, 29.3605], [4.1576, -10.3312, 29.6579], [-2.1182, -4.6908, 37.4103], [-2.6905, -9.4537, 30.3361], [0.9416, -8.2018, 32.2225], [0.2942, -7.9374, 34.1686], [-2.9778, -10.6435, 35.4965], [-2.3058, -7.1923, 32.8453], [-5.5721, -7.9234, 39.0328], [-5.6237, -6.3444, 32.0028], [-3.0321, -3.8798, 35.2004], [-3.8819, -2.9404, 36.3089], [-3.3711, -7.7835, 37.3918], [-3.7075, -9.1562, 35.9428], [-4.5478, -10.1528, 30.4273], [-4.6359, -9.9804, 34.7823], [-0.1375, -6.3904, 33.3154], [-2.0521, -8.7346, 33.4459]], "forces_ev_per_a": [[-2.86, -0.22, 0.00], [0.31, -1.28, 0.26], [-0.14, 0.03, -0.11], [0.87, -1.22, 1.10], [0.05, 0.65, -0.77], [-0.06, -0.94, -0.51], [-0.28, -0.21, 0.48], [-0.80, 0.84, 0.94], [0.86, -0.84, -0.41], [-0.57, -1.32, 0.21], [-1.12, -1.50, -0.25], [-0.11, 0.81, 0.25], [-0.38, -0.14, -0.66], [1.94, 0.66, -0.32], [0.64, 1.49, 1.66], [3.09, -0.20, 0.26], [0.62, 0.56, -0.12], [-0.11, 0.51, 1.03], [-1.01, 1.04, -0.77], [-2.24, 2.40, -0.92], [2.50, -1.33, -1.29], [0.51, 0.21, -0.10], [-0.87, 1.16, -0.52], [-0.10, -0.30, 1.77], [-0.98, 0.66, 0.15], [0.28, 1.26, -0.53], [0.57, 0.66, -0.30], [0.12, 0.51, -0.21], [0.39, 0.41, 0.35], [-0.13, -0.61, 0.00], [-0.08, 0.01, 0.33], [0.36, -0.91, 0.08], [-0.26, 0.82, 0.20], [0.08, -1.72, -0.53], [-0.50, -1.12, 0.55], [-0.12, -0.44, -0.78], [-0.26, -0.59, 0.03], [1.14, -0.54, -0.22], [-0.54, -0.24, 0.17], [0.17, -0.07, 0.29], [1.32, -0.08, -0.81], [-0.09, 0.48, -0.43], [-0.27, 0.19, 0.08], [-0.22, -0.87, 0.35], [-0.30, -0.07, 0.18], [-0.01, -0.05, -0.11], [-0.11, 0.31, -0.16], [-0.12, 0.68, -0.02], [-0.25, 0.13, -0.13], [0.16, 0.04, -0.79], [-0.79, -0.42, 1.12], [0.05, 0.66, -0.41], [-0.12, 0.08, 0.67], [-0.26, -0.05, -0.04], [0.00, 0.11, 0.02], [0.51, 0.20, 0.89], [0.01, -0.43, 0.24], [0.32, 0.58, 0.22], [0.20, -0.09, -0.29], [-0.08, 0.30, 0.28], [-0.43, -0.40, -0.87], [-0.26, 0.38, -0.07], [-0.40, -0.12, -0.11], [0.11, 0.36, -0.60], [0.87, -0.13, -0.19], [-0.63, -0.11, -0.08], [0.42, 0.56, 0.25], [0.66, 0.39, -0.93], [-1.47, -0.56, -0.69], [0.17, -0.99, -0.38], [-0.02, 0.26, 1.03], [0.07, -0.28, 0.94]], "charge": 0, "gap_ev": 10.034, "energy_ev": -40836.59652, "homo_energy_ha": -0.359, "lumo_ev": 0.2572}